A structure of composition C54H65BrN8O15PS2. Source: the Open Molecules 2025 dataset; level of theory: the ωB97M-V functional and the def2-TZVPD basis.

* net charge: +1
* LUMO: -2.52 eV
* HOMO: -0.3944 hartree

Geometry (Å):
C 3.8293 0.4952 4.0904
C 2.7941 1.6434 4.0994
C 1.3227 1.1548 4.1819
Br 0.2719 2.3444 5.3211
P 0.5005 1.1353 2.5482
C 1.5820 0.2995 1.3782
C 1.7561 -1.2038 1.6723
C 2.7478 -1.9157 0.7287
C 3.8312 -1.0214 0.1306
O 4.6119 -1.7442 -0.8331
C 4.0134 -1.9455 -2.0197
O 3.1588 -1.2373 -2.4968
C 0.3008 2.8200 1.9188
C -0.5065 2.8019 0.5857
C 0.1560 3.5819 -0.5617
S 1.8512 3.0179 -0.7957
C 2.0773 3.0084 -2.5573
S 0.8377 3.0988 -3.6289
N 3.3945 2.8790 -2.9814
C 4.4436 2.7599 -1.9463
C 5.8584 2.7565 -2.5729
O 5.9095 2.1515 -3.8461
C 4.9029 1.1670 -3.9662
C 3.5474 1.8553 -4.0637
C -1.1403 0.3681 2.6579
N -1.2729 -0.4670 3.8404
C -2.6784 -0.8070 4.1695
H 3.3794 -0.4910 4.2275
H 4.3678 0.4761 3.1365
H 4.5800 0.6738 4.8646
H 2.8959 2.2407 3.1835
H 2.9744 2.3338 4.9242
H 1.2603 0.1395 4.5869
H 2.5391 0.8358 1.4496
H 1.2031 0.4605 0.3621
H 0.7751 -1.6799 1.5489
H 2.0239 -1.3565 2.7185
H 2.2056 -2.4578 -0.0550
H 3.2580 -2.6862 1.3204
H 3.4421 -0.1110 -0.3367
H 4.5346 -0.7170 0.9148
H 4.3973 -2.8377 -2.5328
H 1.2957 3.2605 1.7811
H -0.2170 3.4277 2.6685
H -0.6615 1.7755 0.2288
H -1.5090 3.2106 0.7540
H 0.1190 4.6626 -0.3929
H -0.3962 3.3865 -1.4889
H 4.3190 1.8350 -1.3652
H 4.3877 3.6313 -1.2924
H 6.2611 3.7712 -2.6474
H 6.5052 2.2001 -1.8727
H 5.0993 0.6175 -4.8922
H 4.9488 0.4356 -3.1429
H 3.5089 2.3677 -5.0281
H 2.7460 1.1082 -4.0134
H -1.8761 1.1947 2.6227
H -1.2972 -0.2180 1.7398
H -0.8735 -0.0005 4.6428
H -3.3358 -0.5935 3.3216
H -2.7427 -1.8685 4.4348
H -3.0280 -0.2045 5.0167
C 1.6309 -4.8471 8.3295
C 2.8422 -4.5016 7.7430
C 2.8813 -4.0900 6.4209
C 1.6933 -4.0313 5.7130
C 0.4754 -4.3752 6.2740
C 0.4521 -4.7868 7.5966
N 1.7165 -3.5821 4.3173
O 2.7940 -3.2899 3.8168
O 0.6624 -3.5098 3.7253
H 1.6059 -5.1663 9.3629
H 3.7579 -4.5539 8.3155
H 3.8161 -3.8234 5.9506
H -0.4330 -4.3240 5.6908
H -0.4879 -5.0611 8.0550
C -5.1614 -3.8140 -0.9148
C -5.8352 -3.6514 0.2885
C -5.1480 -3.7285 1.4875
C -3.7880 -3.9772 1.4519
C -3.1003 -4.1577 0.2652
C -3.7953 -4.0664 -0.9306
N -3.0427 -4.0160 2.7160
O -3.6585 -3.8140 3.7473
O -1.8422 -4.1961 2.6690
H -5.7023 -3.7408 -1.8485
H -6.8974 -3.4509 0.2933
H -5.6583 -3.5932 2.4292
H -2.0374 -4.3492 0.2731
H -3.2736 -4.1893 -1.8665
C -2.3011 5.6330 7.1237
C -0.9759 5.2221 7.1845
C -0.0276 6.0066 7.8197
C -0.4317 7.1995 8.3884
C -1.7434 7.6324 8.3385
C -2.6827 6.8380 7.6984
N 0.5722 8.0323 9.0770
O 1.7188 7.6339 9.0823
O 0.1891 9.0599 9.5913
H -3.0389 5.0131 6.6310
H -0.6712 4.2848 6.7373
H 1.0060 5.6987 7.8742
H -2.0263 8.5710 8.7913
H -3.7137 7.1601 7.6515
C 5.1655 -1.9955 -7.0367
C 4.0577 -1.1978 -7.2939
C 3.8842 -0.6304 -8.5464
C 4.8305 -0.8801 -9.5224
C 5.9423 -1.6675 -9.2881
C 6.1071 -2.2275 -8.0308
N 4.6422 -0.2915 -10.8616
O 3.6683 0.4122 -11.0315
O 5.4714 -0.5480 -11.7078
H 5.2961 -2.4399 -6.0581
H 3.3245 -1.0178 -6.5181
H 3.0290 -0.0073 -8.7612
H 6.6646 -1.8401 -10.0719
H 6.9701 -2.8470 -7.8293
C -7.3509 -4.1946 -7.8569
C -6.7129 -2.9611 -7.8893
C -5.8070 -2.6207 -6.8981
C -5.5571 -3.5335 -5.8890
C -6.1834 -4.7660 -5.8346
C -7.0889 -5.0932 -6.8308
N -4.5856 -3.1843 -4.8431
O -4.0622 -2.0905 -4.8919
O -4.3617 -4.0106 -3.9771
H -8.0542 -4.4574 -8.6359
H -6.9189 -2.2636 -8.6893
H -5.3035 -1.6656 -6.9110
H -5.9679 -5.4566 -5.0331
H -7.5879 -6.0521 -6.8073
C -3.4638 3.0732 -4.1355
C -4.7556 3.3962 -3.7431
C -5.2931 2.8380 -2.5944
C -4.5154 1.9619 -1.8595
C -3.2306 1.6156 -2.2402
C -2.7036 2.1818 -3.3880
N -5.0669 1.3958 -0.6227
O -6.1968 1.7052 -0.3092
O -4.3467 0.6656 0.0346
H -3.0451 3.5180 -5.0289
H -5.3451 4.0884 -4.3286
H -6.2946 3.0839 -2.2741
H -2.6517 0.9198 -1.6507
H -1.6985 1.9341 -3.6992

=====

A structure of composition C54H66As2BeClN3OSb2. Source: the Open Molecules 2025 dataset; level of theory: the ωB97M-V functional and the def2-TZVPD basis.

* net charge: +2
* LUMO: -4.58 eV
* HOMO: -0.4597 hartree

Geometry (Å):
Be -0.9154 -0.0883 -0.2732
C 0.1525 3.0444 1.2270
Sb -1.4767 1.6741 1.3458
C -2.9628 3.2006 1.5008
C -1.2721 1.0157 3.3996
C 0.1657 1.0284 3.8115
C 0.6885 2.1937 4.3725
C 2.0159 2.2854 4.7503
C 2.8590 1.2028 4.5483
C 2.3522 0.0355 4.0018
C 1.0094 -0.0817 3.6411
C 0.4944 -1.4193 3.2018
Sb 0.2524 -1.7671 1.0830
C 2.3388 -1.9961 0.6510
C -0.1838 -3.8545 1.1611
H -0.1140 3.9487 1.7688
H 0.3494 3.3154 0.1892
H 1.0546 2.6356 1.6811
H -2.5912 3.9261 2.2220
H -3.9146 2.8011 1.8320
H -3.0763 3.6828 0.5309
H -1.7273 0.0300 3.4643
H -1.8615 1.7024 4.0061
H 0.0225 3.0343 4.5342
H 2.3862 3.1950 5.2036
H 3.9010 1.2590 4.8355
H 3.0065 -0.8215 3.8840
H -0.4720 -1.6271 3.6600
H 1.1892 -2.2009 3.5103
H 2.7128 -2.8346 1.2373
H 2.8948 -1.1010 0.9279
H 2.4942 -2.2065 -0.4058
H 0.2833 -4.2648 2.0554
H 0.2380 -4.3419 0.2834
H -1.2539 -4.0460 1.2057
C -4.2864 -1.7667 -1.0289
C -4.3287 -2.6802 0.1930
As -3.4494 -2.0294 1.8418
C -3.8360 -3.6001 2.9375
C -5.0907 -4.2055 2.9681
C -5.2947 -5.3587 3.7077
C -4.2550 -5.9140 4.4428
C -3.0115 -5.3022 4.4469
C -2.8052 -4.1577 3.6905
C -4.8578 -0.8262 2.4679
C -5.3225 0.2020 1.6506
C -6.3546 1.0292 2.0706
C -6.9092 0.8609 3.3308
C -6.4218 -0.1309 4.1709
C -5.4043 -0.9693 3.7416
As -2.5804 -0.9245 -1.5837
C -3.3003 0.3760 -2.8189
C -3.0131 1.7308 -2.6758
C -3.5565 2.6560 -3.5543
C -4.4091 2.2344 -4.5637
C -4.7143 0.8861 -4.7012
C -4.1544 -0.0421 -3.8387
C -1.8597 -2.3158 -2.7239
C -1.6063 -2.1429 -4.0803
C -1.1346 -3.2069 -4.8367
C -0.9174 -4.4428 -4.2459
C -1.1545 -4.6175 -2.8896
C -1.6205 -3.5553 -2.1319
H -4.9870 -0.9404 -0.9125
H -4.6020 -2.3239 -1.9122
H -3.8678 -3.6435 -0.0349
H -5.3726 -2.8812 0.4345
H -5.9210 -3.7683 2.4258
H -6.2687 -5.8298 3.7103
H -4.4175 -6.8177 5.0144
H -2.2001 -5.7127 5.0336
H -1.8282 -3.6897 3.6824
H -4.8803 0.3662 0.6723
H -6.7281 1.8063 1.4151
H -7.7197 1.4990 3.6563
H -6.8413 -0.2585 5.1600
H -5.0332 -1.7476 4.3973
H -2.3576 2.0597 -1.8742
H -3.3178 3.7066 -3.4545
H -4.8380 2.9568 -5.2447
H -5.3879 0.5576 -5.4811
H -4.3685 -1.0966 -3.9667
H -1.7903 -1.1857 -4.5531
H -0.9428 -3.0704 -5.8925
H -0.5684 -5.2737 -4.8442
H -0.9841 -5.5808 -2.4268
H -1.8158 -3.6874 -1.0730
C 3.4987 -0.8650 -2.7379
C 4.7260 0.0368 -2.4766
C 5.9124 -0.5600 -3.2491
C 5.0558 -0.0398 -0.9802
C 4.4433 1.4966 -2.9840
O 3.8929 1.4544 -4.2956
C 5.7076 2.4036 -3.1148
C 6.6410 2.8516 -1.9630
C 6.0943 3.7611 -0.8909
C 6.0728 3.3842 0.4488
C 5.5569 4.2271 1.4253
C 5.0698 5.4715 1.0582
Cl 4.4621 6.5521 2.2719
C 5.1071 5.8826 -0.2648
C 5.6209 5.0288 -1.2252
C 3.3456 2.2224 -2.1743
N 2.0740 1.5168 -2.0858
C 1.4688 1.0740 -0.9905
N 0.2810 0.5586 -1.3291
C 0.2265 0.7480 -2.6860
N 1.2887 1.3267 -3.1576
H 3.8265 -1.9037 -2.7986
H 3.0046 -0.6094 -3.6719
H 2.7671 -0.7972 -1.9302
H 6.1071 -1.5665 -2.8780
H 6.8238 0.0204 -3.1080
H 5.7002 -0.6404 -4.3172
H 5.0074 -1.0850 -0.6693
H 4.3583 0.5310 -0.3621
H 6.0636 0.3121 -0.7677
H 4.5563 1.1159 -4.9090
H 5.3662 3.2985 -3.6413
H 6.3522 1.8797 -3.8226
H 7.4428 3.4073 -2.4554
H 7.1105 1.9827 -1.5046
H 6.4939 2.4314 0.7462
H 5.5569 3.9321 2.4660
H 4.7621 6.8718 -0.5342
H 5.6801 5.3679 -2.2532
H 3.1548 3.1616 -2.6931
H 3.6822 2.4336 -1.1675
H 1.8887 1.0963 0.0029
H -0.6037 0.4365 -3.2971

=====

Calculated total energy values, unit Ha, following the record order: -7374.30233, -7763.35080.